No. 1
17
Properties=species:S:1:pos:R:3 method="wB97M-V/def2-TZVPD" energy_ha=-289.009733 molar_mass_g_mol=89.14 homo_ev=-9.93 fmax_ha_per_bohr=0.011 de_lowest_kj_mol=19.1
C -2.00 0.84 1.03
C -2.08 -0.54 1.68
H -1.41 0.84 0.12
H -3.00 1.20 0.79
H -1.50 1.60 1.65
H -1.74 -1.36 1.04
H -3.11 -0.76 1.98
H -1.48 -0.58 2.58
C 1.03 -0.92 -1.20
C 1.69 0.43 -1.06
O 1.05 1.42 -0.77
N 3.06 0.45 -1.18
H -0.04 -0.76 -1.27
H 1.23 -1.52 -0.31
H 3.47 1.38 -1.19
H 3.49 -0.19 -1.84
H 1.34 -1.52 -2.05

No. 2
57
Properties=species:S:1:pos:R:3 method="wB97M-V/def2-TZVPD" energy_ha=-2165.072356 molar_mass_g_mol=550.02 homo_ev="0.59 / 0.46" fmax_ha_per_bohr=0.011 total_charge=-2 de_lowest_kj_mol=7.4
Sr -1.54 0.08 -1.50
F -5.00 -0.81 0.10
B -4.43 -0.43 -1.10
F -5.43 -0.39 -2.02
C -1.28 -0.09 4.01
C -2.39 -0.21 2.96
C -3.73 0.35 3.48
C -2.57 -1.66 2.50
C -2.00 0.61 1.80
N -1.69 1.24 0.89
H -1.56 -0.68 4.88
H -1.14 0.95 4.32
H -0.34 -0.47 3.62
H -4.04 -0.24 4.34
H -4.49 0.27 2.70
H -3.64 1.39 3.78
H -2.86 -2.26 3.37
H -1.66 -2.07 2.06
H -3.35 -1.73 1.75
C 1.35 0.40 -0.74
C 0.91 0.88 -2.10
C 0.95 -0.20 -3.15
C 0.64 2.19 -2.50
C 0.49 3.45 -1.87
C 0.64 3.76 -0.48
C 0.49 5.04 0.00
C 0.19 6.13 -0.83
C 0.03 5.85 -2.20
C 0.17 4.58 -2.69
H 0.76 -0.47 -0.39
H 1.30 1.16 0.03
H 2.38 0.01 -0.75
H 0.25 -1.05 -2.98
H 1.92 -0.71 -3.21
H 0.72 0.20 -4.14
H 0.48 2.27 -3.58
H 0.85 2.98 0.23
H 0.61 5.21 1.07
H 0.08 7.13 -0.43
H -0.21 6.66 -2.89
H 0.04 4.41 -3.76
O 2.62 -5.41 -2.76
S 2.41 -3.99 -2.50
O 3.16 -3.13 -3.40
N 0.85 -3.60 -2.45
C 0.50 -3.16 -1.21
S -1.13 -2.64 -0.86
C 1.55 -3.17 -0.25
C 1.57 -2.80 1.12
C 2.75 -2.86 1.82
C 3.96 -3.29 1.22
C 3.95 -3.67 -0.13
C 2.77 -3.60 -0.83
H 0.66 -2.46 1.59
H 2.76 -2.57 2.86
H 4.87 -3.33 1.79
H 4.86 -4.00 -0.62

No. 3
52
Properties=species:S:1:pos:R:3 method="wB97M-V/def2-TZVPD" energy_ha=-1196.496293 molar_mass_g_mol=353.43 homo_ev=-8.83 fmax_ha_per_bohr=0.173 de_lowest_kj_mol=780.2
C 0.15 2.82 -1.49
C -0.84 1.57 -1.98
N -1.70 1.22 -0.78
O -2.37 0.07 -0.93
C -1.81 -1.03 -0.14
O -1.57 -2.20 -0.80
O -1.53 -1.03 1.31
C -0.26 -0.39 1.64
C 1.06 -0.98 0.86
N 1.84 0.14 0.19
H -0.40 3.83 -1.74
H 0.18 2.75 -0.30
H 1.21 2.71 -1.96
H -0.12 0.68 -2.29
H -1.49 1.87 -2.91
H -2.44 1.95 -0.67
H -0.08 -0.54 2.81
H -0.37 0.79 1.50
H 0.85 -1.86 0.12
H 1.78 -1.43 1.70
H 1.74 0.10 -0.85
H 1.56 1.08 0.53
C -0.64 0.65 6.48
C 0.03 1.02 5.22
N 0.56 1.31 4.23
H -0.36 1.31 7.30
H -1.73 0.69 6.39
H -0.38 -0.37 6.79
C 3.02 5.01 -3.27
C 1.56 5.03 -3.44
N 0.40 5.04 -3.57
H 3.54 5.10 -4.23
H 3.37 5.84 -2.64
H 3.36 4.08 -2.80
C -1.74 -5.08 0.75
C -1.24 -6.19 1.58
N -0.85 -7.06 2.24
H -2.83 -4.96 0.84
H -1.29 -4.12 1.04
H -1.52 -5.23 -0.31
C -2.60 4.43 -6.09
C -2.10 3.32 -5.26
N -1.71 2.44 -4.60
H -3.68 4.55 -6.00
H -2.14 5.39 -5.80
H -2.38 4.27 -7.15
C 2.45 -6.79 2.83
C 3.11 -5.71 3.58
N 3.62 -4.85 4.18
H 2.75 -7.78 3.20
H 1.36 -6.74 2.91
H 2.70 -6.75 1.76

No. 4
112
Properties=species:S:1:pos:R:3 method="wB97M-V/def2-TZVPD" energy_ha=-3959.959530 molar_mass_g_mol=915.83 homo_ev=-11.98 fmax_ha_per_bohr=0.114 total_charge=+1 de_lowest_kj_mol=227.2
Ca 1.20 1.42 2.52
C 0.34 -0.14 -1.41
C 0.51 0.42 -0.01
O 0.50 1.66 0.18
O 0.69 -0.36 0.91
H -0.40 0.46 -1.95
H 0.04 -1.18 -1.43
H 1.30 -0.13 -1.93
C 2.79 -2.67 -3.18
C 2.71 -1.94 -4.52
C 2.08 -2.69 -5.69
O 1.26 -1.70 -6.24
C 1.06 -0.68 -5.38
O 0.46 0.37 -5.55
O 1.84 -0.86 -4.31
H 1.79 -2.81 -2.77
H 3.18 -2.03 -2.40
H 3.34 -3.62 -3.18
H 3.69 -1.53 -4.76
H 1.60 -3.64 -5.43
H 2.90 -3.04 -6.30
C -2.53 5.87 0.41
C -2.91 4.74 1.43
C -3.63 3.60 0.84
O -3.06 2.51 1.48
C -1.90 2.85 2.02
O -1.08 2.07 2.50
O -1.72 4.12 1.89
H -3.31 6.53 0.04
H -2.04 5.42 -0.45
H -1.78 6.52 0.86
H -3.53 5.16 2.23
H -3.40 3.65 -0.22
H -4.69 3.78 0.98
C 4.36 5.92 0.14
C 3.07 5.64 -0.53
C 1.92 5.16 0.33
O 0.81 5.78 -0.29
C 1.23 6.88 -0.91
O 0.54 7.79 -1.33
O 2.57 6.79 -1.08
H 4.80 4.99 0.48
H 4.24 6.56 1.01
H 5.08 6.29 -0.59
H 3.25 4.89 -1.30
H 2.11 5.45 1.37
H 1.87 4.07 0.30
C -3.38 -0.66 0.52
C -2.88 -0.84 1.91
C -4.01 -0.75 3.00
O -4.04 -1.95 3.65
C -3.12 -2.78 3.12
O -2.92 -4.00 3.41
O -2.48 -2.18 2.06
H -3.75 0.35 0.33
H -4.16 -1.36 0.23
H -2.58 -0.79 -0.20
H -2.09 -0.10 2.09
H -4.98 -0.54 2.55
H -3.71 0.05 3.67
C -0.24 -2.19 8.06
C 0.59 -1.90 6.80
C 0.57 -3.06 5.82
O 0.23 -2.60 4.55
C 0.08 -1.29 4.65
O 0.04 -0.48 3.75
O 0.12 -0.89 5.97
H -1.29 -2.43 7.93
H -0.18 -1.36 8.77
H 0.25 -2.99 8.63
H 1.62 -1.63 6.99
H -0.15 -3.84 6.07
H 1.58 -3.49 5.78
C 2.40 -3.14 2.17
C 1.62 -3.88 1.08
C 1.99 -3.53 -0.29
O 2.25 -4.75 -0.93
C 2.29 -5.75 -0.05
O 2.49 -6.87 -0.32
O 2.08 -5.26 1.20
H 2.06 -2.12 2.32
H 3.42 -2.95 1.83
H 2.49 -3.70 3.10
H 0.56 -3.72 1.24
H 2.96 -3.03 -0.25
H 1.32 -2.93 -0.91
C -1.15 3.24 -3.63
C 0.14 3.82 -3.17
C 1.34 2.89 -3.22
O 2.37 3.67 -3.78
C 1.81 4.75 -4.34
O 2.33 5.58 -5.14
O 0.50 4.87 -4.02
H -1.03 2.81 -4.63
H -2.02 3.89 -3.64
H -1.45 2.35 -3.08
H 0.15 4.20 -2.15
H 1.04 1.98 -3.73
H 1.71 2.54 -2.26
C -1.87 -4.28 -0.12
C -1.80 -5.08 -1.43
C -3.02 -4.85 -2.30
O -2.41 -4.71 -3.58
C -1.13 -4.33 -3.45
O -0.44 -3.94 -4.33
O -0.70 -4.54 -2.16
H -2.82 -4.29 0.42
H -1.61 -3.24 -0.32
H -1.10 -4.47 0.63
H -1.72 -6.15 -1.24
H -3.64 -3.99 -2.04
H -3.71 -5.69 -2.37